A molecular structure, C33H42FN4O4S4SiTi in a non-equilibrium geometry, computed with the ωB97M-V functional and the def2-TZVPD basis.

Values from the calculation:
Charge: -1
DFT total energy: -4634.10091 Ha
Frontier orbital gap: 6.77 eV

```
90
Properties=species:S:1:pos:R:3:forces:R:3:mulliken_charge:R:1
Ti 0.103 -1.103 -0.301 3.9 1.4 2.3 -1.025
C -0.496 -1.111 3.110 -0.2 0.1 -0.3 -2.603
N 0.097 -1.681 1.884 -0.4 -0.1 0.8 1.388
C 0.734 -2.776 2.123 0.5 -0.4 -0.9 -0.352
C 1.365 -3.459 1.064 0.1 -0.4 -0.2 -0.312
C 2.130 -4.641 1.069 0.0 0.1 -0.1 -1.301
C 2.501 -4.860 -0.251 0.0 0.0 0.0 -0.770
C 1.940 -3.807 -0.999 0.1 -0.1 0.0 -0.837
N 1.260 -2.970 -0.225 -0.4 -0.9 0.8 1.436
C 0.493 -0.653 4.165 -0.1 -0.1 0.1 1.023
C 1.620 0.109 3.876 0.0 -0.1 -0.1 -0.135
C 2.481 0.513 4.885 0.0 0.0 0.0 -0.912
C 2.227 0.161 6.203 0.0 0.0 0.0 -0.472
C 1.107 -0.599 6.505 0.0 0.0 0.0 -0.662
C 0.249 -1.001 5.492 0.0 0.0 0.1 -0.586
H -1.154 -1.850 3.576 -0.1 0.0 -0.1 0.633
H -1.156 -0.291 2.813 -0.1 0.0 0.1 0.474
H 0.815 -3.198 3.125 0.0 0.1 0.1 0.360
H 2.379 -5.244 1.929 0.0 0.0 0.0 0.510
H 3.099 -5.670 -0.637 0.0 0.0 0.0 0.449
H 2.025 -3.655 -2.066 0.0 0.0 0.0 0.231
H 1.848 0.385 2.860 0.1 0.0 -0.1 0.760
H 3.352 1.105 4.633 0.0 0.0 0.0 0.517
H 2.900 0.479 6.990 0.0 0.0 0.0 0.386
H 0.899 -0.877 7.531 0.0 0.0 0.0 0.372
H -0.628 -1.590 5.740 0.0 0.0 0.0 0.367
C -0.785 2.832 -0.435 -3.5 2.7 -0.1 -0.959
Si -2.473 1.463 -0.367 0.2 0.5 -1.1 -0.188
C -3.670 1.999 -1.977 -0.7 0.8 1.6 -1.808
C -3.426 2.000 1.146 -0.1 0.0 0.0 -1.344
N -2.029 -0.321 -0.306 -0.5 1.5 0.6 1.086
C -2.958 -1.350 -0.257 0.6 0.1 0.7 0.868
C -4.356 -1.247 -0.247 -0.1 -0.1 -0.1 -0.950
C -5.175 -2.372 -0.203 0.0 0.1 0.0 -0.909
C -4.650 -3.651 -0.168 0.0 -0.1 0.0 -0.699
C -3.265 -3.816 -0.178 -0.1 -0.1 0.0 -1.131
C -2.481 -2.701 -0.225 -0.7 1.0 0.2 -0.066
F -1.116 -2.854 -0.230 -1.2 -0.5 -0.3 0.388
H -1.063 3.904 -0.439 -0.8 -0.3 0.2 0.537
H -0.200 2.676 -1.321 -0.8 1.6 1.3 0.071
H -0.139 2.754 0.403 0.1 0.9 0.0 0.094
H -3.838 3.082 -1.947 -0.1 0.0 0.4 0.495
H -4.647 1.508 -1.912 0.0 0.1 0.2 0.369
H -3.334 1.820 -2.985 -0.2 0.3 -0.1 0.556
H -3.583 3.080 1.123 0.0 0.0 0.0 0.385
H -2.875 1.758 2.058 0.0 0.0 0.0 0.326
H -4.403 1.518 1.204 0.0 0.0 0.0 0.360
H -4.817 -0.267 -0.274 0.1 0.0 0.0 0.261
H -6.249 -2.235 -0.196 0.0 0.0 0.0 0.419
H -5.300 -4.514 -0.132 0.0 0.0 0.0 0.390
H -2.801 -4.793 -0.150 0.0 0.0 0.0 0.511
C 0.526 -0.730 -5.385 0.0 -0.1 -0.2 -0.603
C 0.398 -2.005 -4.573 0.5 0.0 -0.1 -0.794
S 0.008 -1.918 -2.812 -1.7 -0.6 -0.8 0.149
C -1.620 -1.048 -2.899 1.1 0.6 -1.1 -0.587
C -1.467 0.505 -2.842 0.0 -0.6 0.1 0.054
S 0.057 1.043 -1.968 0.5 -3.8 -4.0 1.052
C 0.714 2.278 -3.113 0.3 0.0 0.1 -1.157
C 0.904 1.911 -4.575 0.1 0.1 0.0 -0.966
S 1.849 0.409 -4.916 0.0 0.0 0.1 -0.124
H -0.422 -0.197 -5.419 0.0 0.1 0.1 0.189
H 0.738 -1.039 -6.413 -0.1 0.0 0.0 0.544
H 1.321 -2.583 -4.635 0.0 0.0 0.1 0.407
H -0.386 -2.618 -5.022 0.0 0.0 0.1 0.444
H -2.185 -1.378 -2.063 -0.1 -0.3 -0.1 -0.365
H -2.179 -1.357 -3.787 0.3 0.0 -0.2 0.760
H -2.368 0.944 -2.305 2.4 -1.6 -1.6 -0.557
H -1.450 0.912 -3.855 0.0 0.1 0.1 1.252
H 1.677 2.562 -2.681 0.0 -0.1 0.1 0.487
H 0.075 3.169 -3.054 0.0 0.0 -0.1 0.487
H 1.466 2.729 -5.032 0.0 0.0 0.0 0.526
H -0.042 1.873 -5.113 0.0 -0.1 0.0 0.411
N 0.188 0.841 0.905 -0.6 1.0 0.1 0.801
C 1.520 1.605 0.856 -0.2 -0.2 0.0 -0.122
C 2.693 1.241 0.123 0.3 -0.3 -1.6 -0.537
C 3.810 2.081 0.169 -0.4 0.1 0.2 -0.750
C 3.817 3.256 0.904 0.1 0.0 0.2 -0.225
C 2.679 3.613 1.610 0.0 0.1 0.0 -1.158
C 1.559 2.806 1.575 -0.1 -0.4 0.3 0.683
S 5.260 4.324 0.939 0.1 -0.4 -1.1 1.336
O 5.025 5.239 -0.167 -0.1 0.2 -0.2 -0.709
O 6.378 3.425 0.723 0.2 -0.2 0.0 -0.725
O 5.229 4.943 2.235 -0.1 0.5 1.1 -0.713
H -0.677 1.503 0.631 3.2 -2.1 0.8 -0.657
H -0.089 0.664 1.861 0.8 -0.1 0.3 0.593
H 2.706 0.186 -0.607 0.7 3.9 2.2 0.138
H 4.698 1.809 -0.385 0.0 0.0 0.0 0.496
H 2.674 4.531 2.183 0.1 0.0 0.0 0.452
H 0.681 3.121 2.136 0.0 -0.1 0.1 0.491
O 1.680 -0.641 -0.309 -3.0 -3.7 -1.1 -0.003
```
Forces are in eV/Å.


2 unconnected molecules or ions with the total composition C33H42N5 in a non-equilibrium geometry, computed with the ωB97M-V functional and the def2-TZVPD basis.

Values from the calculation:
Charge: +1
DFT total energy: -1556.24390 Ha
Frontier orbital gap: 4.59 eV

```
80
Properties=species:S:1:pos:R:3:forces:R:3:mulliken_charge:R:1
C -5.026 1.746 -0.065 -0.3 0.4 0.1 -1.521
C -4.331 0.439 -0.446 0.0 -0.2 0.3 2.137
C -5.383 -0.668 -0.567 -0.2 0.0 -0.2 -2.060
C -3.586 0.537 -1.775 0.2 -0.1 -0.4 -1.407
C -3.351 0.110 0.658 -0.3 -0.7 -0.3 -0.642
N -3.542 -0.957 1.454 0.0 0.6 -0.5 0.198
C -2.517 -1.073 2.388 0.8 0.2 0.4 -0.870
C -1.644 0.014 2.197 -0.4 0.0 0.6 0.935
C -0.513 0.115 2.998 0.0 -0.2 0.5 0.555
C -0.310 -0.841 4.004 -0.1 0.1 -0.4 -1.117
C -1.178 -1.939 4.152 -0.2 0.3 -0.2 -0.622
C -2.306 -2.072 3.329 0.3 0.1 0.2 -0.987
C -2.174 0.805 1.076 0.3 0.2 0.3 1.034
C -1.587 1.918 0.480 -0.7 -0.7 0.2 0.741
C -0.727 2.865 1.122 0.8 0.9 0.5 -0.277
C -0.853 3.193 2.502 0.1 -0.2 -0.2 -0.276
C 0.041 4.061 3.115 -0.2 -0.2 -0.1 -0.811
C 1.114 4.617 2.404 0.0 -0.3 -0.2 1.150
C 2.173 5.404 3.118 0.1 0.3 0.1 -1.673
C 1.176 4.400 1.019 0.0 0.0 -0.1 -0.832
C 0.260 3.575 0.383 -0.5 -0.4 0.0 -0.317
H -4.314 2.560 0.113 -0.1 -0.2 -0.1 0.298
H -5.728 2.056 -0.851 0.2 -0.1 0.1 0.438
H -5.601 1.600 0.859 0.1 0.1 -0.2 0.375
H -4.918 -1.634 -0.806 -0.1 0.1 0.1 0.402
H -5.993 -0.754 0.342 0.1 0.0 -0.2 0.424
H -6.063 -0.417 -1.393 0.1 -0.1 0.2 0.427
H -3.004 -0.380 -1.945 -0.1 0.3 0.0 0.212
H -4.303 0.639 -2.603 0.2 0.0 0.3 0.475
H -2.900 1.387 -1.817 -0.2 -0.2 -0.1 0.347
H -4.333 -1.592 1.412 0.2 0.3 -0.2 0.274
H 0.183 0.941 2.849 -0.2 -0.3 0.2 0.147
H 0.544 -0.731 4.677 -0.3 -0.1 -0.3 0.427
H -0.973 -2.681 4.926 -0.1 0.2 -0.3 0.393
H -3.004 -2.905 3.422 0.3 0.2 0.0 0.442
H -1.814 2.100 -0.569 0.0 0.1 0.3 -0.180
H -1.670 2.752 3.079 0.3 0.1 -0.2 0.492
H -0.070 4.300 4.175 0.0 -0.1 -0.3 0.447
H 2.903 5.832 2.423 -0.2 -0.1 0.1 0.358
H 1.724 6.225 3.688 0.1 -0.1 -0.1 0.472
H 2.727 4.792 3.843 -0.2 0.0 -0.2 0.324
H 1.971 4.870 0.433 -0.3 -0.1 0.2 0.283
H 0.302 3.416 -0.698 0.1 0.0 0.3 0.343
C -0.716 -4.389 -2.160 -0.1 -0.2 0.0 -1.112
C -0.030 -3.349 -3.032 0.5 0.3 0.3 -0.792
N 1.244 -2.862 -2.481 -0.4 -1.1 -0.3 0.097
C 2.387 -3.124 -3.316 0.0 0.3 -0.6 -0.723
C 3.700 -3.081 -2.562 0.1 -0.5 0.2 -0.861
N 3.735 -2.043 -1.565 0.6 -0.3 -0.2 -0.194
C 5.048 -1.575 -1.203 0.1 0.3 -0.3 -0.883
C 5.087 -0.968 0.184 0.1 -0.3 0.4 -0.711
N 3.934 -0.148 0.459 0.8 0.9 0.2 0.129
C 4.099 0.789 1.576 -0.2 -0.4 -0.4 -0.870
C 3.863 2.237 1.185 0.1 0.4 -0.1 -0.621
C 2.715 -0.449 -0.076 -1.3 -0.7 -0.1 -0.232
C 1.507 0.129 0.380 0.5 -0.8 -0.5 -0.475
N 0.325 -0.329 -0.015 -0.5 0.4 -0.1 0.257
C 0.192 -1.320 -0.894 1.1 0.2 -0.2 -0.748
C 1.323 -1.913 -1.501 0.1 1.1 0.7 -0.084
C 2.611 -1.471 -1.067 -1.2 0.6 0.5 1.515
H -1.668 -4.669 -2.621 0.0 0.0 0.1 0.376
H -0.114 -5.302 -2.086 0.0 0.2 0.0 0.333
H -0.913 -4.025 -1.148 0.1 0.0 -0.1 0.277
H 0.226 -3.810 -3.994 -0.3 0.2 0.1 0.470
H -0.699 -2.500 -3.224 0.0 -0.1 -0.1 0.365
H 2.252 -4.125 -3.740 0.2 0.2 0.0 0.454
H 2.419 -2.409 -4.163 0.1 -0.2 0.2 0.284
H 3.893 -4.059 -2.087 -0.1 0.2 -0.1 0.324
H 4.513 -2.901 -3.274 -0.1 -0.1 0.0 0.460
H 5.737 -2.425 -1.240 0.0 0.1 0.0 0.480
H 5.400 -0.829 -1.939 0.0 -0.1 0.1 0.307
H 5.193 -1.760 0.951 0.0 0.1 -0.3 0.289
H 5.968 -0.319 0.269 0.0 -0.3 -0.1 0.451
H 3.448 0.495 2.413 0.1 0.0 -0.1 0.262
H 5.141 0.679 1.902 -0.3 0.0 0.1 0.480
H 3.879 2.870 2.077 0.0 0.0 -0.1 0.292
H 4.649 2.595 0.509 -0.1 -0.1 0.1 0.391
H 2.911 2.394 0.674 0.1 -0.1 0.1 0.066
H 1.517 0.971 1.075 0.0 -0.4 -0.1 -0.182
H -0.821 -1.617 -1.177 0.3 0.0 0.2 0.175
```
Forces are in eV/Å.